ORCA calculation (ωB97M-V/def2-TZVPD) on 2 unconnected molecules or ions with the total composition C5H15NO at a distorted geometry.

```
22
Properties=species:S:1:pos:R:3
C -1.759 -0.077 -1.049
C -2.034 0.798 0.149
N -1.075 0.688 1.263
C 0.331 0.863 0.870
C 0.584 2.227 0.219
C 1.219 0.589 2.067
H -2.565 -0.303 -1.744
H -0.941 0.345 -1.638
H -1.451 -1.062 -0.689
H -3.030 0.557 0.544
H -2.207 1.848 -0.128
H -1.442 1.314 1.934
H 0.445 0.101 0.097
H 1.597 2.318 -0.170
H 0.287 3.044 0.878
H -0.072 2.296 -0.651
H 2.238 0.895 1.835
H 1.248 -0.454 2.359
H 0.840 1.202 2.888
O 2.317 -5.967 -3.198
H 3.166 -5.641 -3.515
H 2.304 -5.578 -2.319
```

Calculated values
LUMO = 0.9 eV
Gap between HOMO and LUMO = 9.51 eV
Molecular weight = 105.181 g mol⁻¹
Highest occupied orbital energy = -8.61 eV
Net charge = 0
Maximum force = 2.02 eV Å⁻¹

ORCA calculation (ωB97M-V/def2-TZVPD) on C4H6O2 in the gas phase.

```
12
Properties=species:S:1:pos:R:3
C -1.294 -0.389 -0.533
C -0.122 -0.332 0.381
O 0.122 -1.444 1.080
C 0.719 0.758 0.633
C 1.530 0.870 -0.670
O 0.562 1.847 -0.224
H -1.305 0.502 -1.163
H -1.272 -1.298 -1.143
H -2.217 -0.413 0.061
H 1.240 0.867 1.585
H 1.066 0.336 -1.532
H 0.970 -1.304 1.526
```

Calculated values
LUMO (alpha / beta) = 0.5 / 0.5 eV
Gap between HOMO and LUMO (alpha / beta) = 8.08 / 8.08 eV
Molecular weight = 86.090 g mol⁻¹
Highest occupied orbital energy (alpha / beta) = -7.63 / -7.63 eV
Net charge = 0
Maximum force = 0.36 eV Å⁻¹

Computed energy above the lowest of the compared OMol25 structures with the same formula, charge and spin, in the same sequence as the records: 89.1 469.0 kJ/mol.